P | Formula: C4H12O4
Source: the Open Molecules 2025 dataset
Level of theory: the ωB97M-V functional and the def2-TZVPD basis

Output
HOMO energy (spin up / spin down): -14.61 / -14.44 eV
⟨S²⟩: 0.755
frontier orbital gap (spin up / spin down): 7.755 / 6.209 eV

```
! RIJCOSX wB97M-V def2-TZVPD def2/J DEFGRID3
* xyz 1 2
C 2.741 0.825 0.253
C 2.261 -0.164 -0.733
C 1.190 -1.055 -0.431
C 0.440 -1.225 0.710
O -0.709 -2.052 0.736
H 2.400 1.855 -0.005
H 3.844 0.779 0.403
H 2.563 -0.221 -1.827
H 0.909 -1.644 -1.264
H 0.741 -0.855 1.627
H -1.406 -1.608 0.227
H 0.131 0.589 0.102
H 2.269 0.561 1.198
O -0.177 1.542 0.211
H -3.406 -1.124 -1.404
H -3.013 0.325 -0.226
O -2.795 -0.910 -0.736
H -3.813 1.561 0.667
H -1.221 1.537 0.190
O -2.948 1.285 0.301
*
```

---

Q | Formula: C4H12O4
Source: the Open Molecules 2025 dataset
Level of theory: the ωB97M-V functional and the def2-TZVPD basis

Output
HOMO energy (spin up / spin down): -14.84 / -14.81 eV
⟨S²⟩: 0.764
frontier orbital gap (spin up / spin down): 9.656 / 6.029 eV

```
! RIJCOSX wB97M-V def2-TZVPD def2/J DEFGRID3
* xyz 1 2
C -0.300 2.348 0.832
C 0.277 1.190 0.609
O 0.732 0.299 1.544
C 0.920 0.851 -0.717
C 0.393 1.156 -1.885
H -0.700 2.746 1.672
H -0.230 3.154 0.045
H 0.581 0.564 2.516
H 1.823 -0.024 -0.620
H -0.555 1.830 -1.845
H 0.948 1.143 -2.763
H -1.059 -1.838 -1.406
H -2.400 -1.370 -1.339
O -1.752 -1.759 -0.736
H -1.008 -1.241 1.824
H -1.745 -1.759 3.055
O -0.860 -1.594 2.668
H 1.330 -2.240 -0.444
H 1.853 -1.225 -1.716
O 1.750 -2.229 -1.294
*
```

---

Which structure is the least stable? The one labeled P.

---

P | Formula: CH12O4S2
Source: the Open Molecules 2025 dataset
Level of theory: the ωB97M-V functional and the def2-TZVPD basis

Output
HOMO energy: -9.08 eV
frontier orbital gap: 9.238 eV

```
! RIJCOSX wB97M-V def2-TZVPD def2/J DEFGRID3
* xyz 0 1
C -1.718 0.919 1.218
S -0.425 -0.317 1.684
S -1.560 -1.268 3.160
H -2.645 0.425 1.469
H -1.542 1.800 1.822
H -1.739 1.023 0.141
H -1.060 -0.617 4.236
H -1.691 -0.306 -1.908
H -0.513 0.637 -1.595
O -0.751 -0.278 -1.734
H 1.370 1.434 -0.513
H 0.900 2.811 -0.170
O 0.619 2.038 -0.650
H 2.407 -0.305 0.453
H 3.535 -0.078 -0.512
O 2.576 0.070 -0.427
H 1.384 -2.915 -1.920
H 0.231 -2.106 -2.267
O 0.623 -2.968 -2.487
*
```

---

Q | Formula: CH12O4S2
Source: the Open Molecules 2025 dataset
Level of theory: the ωB97M-V functional and the def2-TZVPD basis

Output
HOMO energy: -8.66 eV
frontier orbital gap: 8.731 eV

```
! RIJCOSX wB97M-V def2-TZVPD def2/J DEFGRID3
* xyz 0 1
C -1.628 1.313 1.044
S -1.879 0.698 -0.643
S -1.005 -1.173 -0.465
H -1.706 2.408 1.128
H -2.282 0.949 1.843
H -0.660 0.976 1.402
H -0.600 -1.314 0.815
H 2.312 -1.586 -1.328
H 1.030 -1.658 -1.939
O 1.893 -2.111 -2.021
H 1.524 0.321 -0.724
H 0.993 1.479 -1.475
O 1.819 0.994 -1.352
H 1.045 2.372 2.408
H 2.376 1.729 1.872
O 1.483 1.998 1.643
H 1.841 -1.580 2.316
H 0.960 -0.677 1.490
O 0.925 -1.304 2.219
*
```

---

Which structure is the least stable? The one labeled Q.

---

P | Formula: C4H11INO
Source: the Open Molecules 2025 dataset
Level of theory: the ωB97M-V functional and the def2-TZVPD basis

Output
HOMO energy: -13.38 eV
frontier orbital gap: 9.281 eV

```
! RIJCOSX wB97M-V def2-TZVPD def2/J DEFGRID3
* xyz 1 1
C -0.538 -1.245 1.199
C -1.466 -1.434 -1.011
C -0.420 1.370 -0.145
C 1.942 1.512 -0.244
N 0.735 1.524 0.431
O -0.633 -0.650 -0.158
I 3.052 -0.324 0.148
H -0.174 -0.498 1.890
H -1.521 -1.673 1.408
H 0.324 -1.976 1.167
H -1.323 -0.999 -1.999
H -0.991 -2.344 -1.045
H -2.552 -1.610 -0.654
H -1.335 1.642 0.263
H -0.426 1.194 -1.204
H 2.540 2.299 -0.121
H 1.769 1.494 -1.372
H 1.017 1.716 1.448
*
```

---

Q | Formula: C4H11INO
Source: the Open Molecules 2025 dataset
Level of theory: the ωB97M-V functional and the def2-TZVPD basis

Output
HOMO energy: -13.83 eV
frontier orbital gap: 10.051 eV

```
! RIJCOSX wB97M-V def2-TZVPD def2/J DEFGRID3
* xyz 1 1
C -0.945 -0.680 -1.324
C -0.443 -1.761 0.789
C 0.075 -0.749 -0.223
C 0.759 1.728 -0.071
N -0.042 0.603 0.546
O 1.996 1.392 0.416
I 0.157 3.581 0.949
H -2.067 -0.634 -0.957
H -0.649 0.099 -2.071
H -1.002 -1.552 -2.073
H -1.490 -1.608 1.191
H 0.069 -1.977 1.811
H -0.534 -2.865 0.511
H 1.124 -0.757 -0.625
H 0.799 1.844 -1.127
H -0.987 0.769 0.752
H 0.463 0.559 1.403
H 2.717 2.007 0.102
*
```

---

Which structure is the least stable? The one labeled P.

---

P | Formula: C2H5N3S
Source: the Open Molecules 2025 dataset
Level of theory: the ωB97M-V functional and the def2-TZVPD basis

Output
HOMO energy: -9.10 eV
frontier orbital gap: 9.883 eV

```
! RIJCOSX wB97M-V def2-TZVPD def2/J DEFGRID3
* xyz 0 1
C -0.267 -0.168 -1.372
C 0.803 0.668 2.221
H -1.618 -1.608 -1.192
H -0.852 -1.209 0.220
H -0.020 0.910 -2.878
H 0.259 0.422 3.115
H 1.793 1.240 2.309
N -0.769 -1.288 -0.759
N -0.605 0.139 -2.513
N 0.328 0.200 1.172
S 0.948 0.694 -0.323
*
```

---

Q | Formula: C2H5N3S
Source: the Open Molecules 2025 dataset
Level of theory: the ωB97M-V functional and the def2-TZVPD basis

Output
HOMO energy: -8.54 eV
frontier orbital gap: 9.321 eV

```
! RIJCOSX wB97M-V def2-TZVPD def2/J DEFGRID3
* xyz 0 1
C 1.193 0.836 -0.655
C -1.313 -0.931 -0.010
N 0.781 1.629 0.173
N -0.006 1.131 1.189
N 1.478 -0.036 -1.449
S -0.009 -0.621 1.263
H -2.000 -1.794 0.113
H -0.947 -1.141 -1.053
H -1.793 0.030 -0.101
H 0.216 1.450 2.103
H 2.400 -0.554 -1.574
*
```

---

Which structure is the least stable? The one labeled Q.

---

P | Formula: C6H4
Source: the Open Molecules 2025 dataset
Level of theory: the ωB97M-V functional and the def2-TZVPD basis

Output
HOMO energy (spin up / spin down): -7.95 / -7.96 eV
frontier orbital gap (spin up / spin down): 7.457 / 7.459 eV

```
! RIJCOSX wB97M-V def2-TZVPD def2/J DEFGRID3
* xyz 0 1
C -0.690 0.664 0.662
C 0.253 0.743 -0.358
C -1.462 -0.401 0.764
C -0.300 -0.706 -0.469
C 1.174 1.614 -0.789
C -0.596 -1.643 0.580
H 2.032 1.183 -1.453
H 0.959 2.616 -0.734
H -0.051 -1.618 1.543
H -1.318 -2.451 0.254
*
```

---

Q | Formula: C6H4
Source: the Open Molecules 2025 dataset
Level of theory: the ωB97M-V functional and the def2-TZVPD basis

Output
HOMO energy: -8.76 eV
frontier orbital gap: 8.717 eV

```
! RIJCOSX wB97M-V def2-TZVPD def2/J DEFGRID3
* xyz 0 1
C -0.047 2.447 0.796
C 0.268 1.268 1.291
C -0.583 1.433 -0.055
C -0.929 0.030 0.143
C 0.183 -0.135 1.410
C -0.500 0.511 -1.214
H 1.189 -0.720 1.145
H -0.134 -0.521 2.474
H -1.363 0.619 -2.028
H 0.538 0.369 -1.685
*
```

---

R | Formula: C6H4
Source: the Open Molecules 2025 dataset
Level of theory: the ωB97M-V functional and the def2-TZVPD basis

Output
HOMO energy: -9.12 eV
frontier orbital gap: 9.216 eV

```
! RIJCOSX wB97M-V def2-TZVPD def2/J DEFGRID3
* xyz 0 1
C 1.887 0.451 0.099
C 0.658 -0.413 -0.011
C 3.091 0.567 0.132
C -1.953 0.214 0.209
C -0.723 -0.617 -0.017
C -3.053 0.686 0.033
H 4.109 0.940 0.125
H 1.171 -1.333 -0.402
H -1.176 -1.650 -0.208
H -4.013 1.155 0.040
*
```

---

S | Formula: C6H4
Source: the Open Molecules 2025 dataset
Level of theory: the ωB97M-V functional and the def2-TZVPD basis

Output
HOMO energy: -9.40 eV
frontier orbital gap: 8.700 eV

```
! RIJCOSX wB97M-V def2-TZVPD def2/J DEFGRID3
* xyz 0 1
C -3.017 -0.445 -0.709
C -2.909 0.624 0.290
C -1.797 -0.215 -0.283
C -0.715 0.168 0.278
C 0.533 0.542 0.457
C 1.583 -0.270 -0.187
H 0.767 1.222 1.308
H 2.597 0.219 -0.117
H 1.423 -0.526 -1.220
H 1.536 -1.317 0.183
*
```

---

Which structure is the least stable? The one labeled P.

---

P | Formula: ClNO4S
Source: the Open Molecules 2025 dataset
Level of theory: the ωB97M-V functional and the def2-TZVPD basis

Output
HOMO energy (spin up / spin down): -10.65 / -11.86 eV
frontier orbital gap (spin up / spin down): 6.478 / 8.891 eV

```
! RIJCOSX wB97M-V def2-TZVPD def2/J DEFGRID3
* xyz 0 1
N 0.523 -1.093 0.024
O 1.649 -0.874 -0.230
O -0.179 -1.971 0.348
O -0.303 1.724 -1.159
O 0.179 1.596 1.324
S -0.429 1.057 0.127
Cl -3.293 0.009 0.026
*
```

---

Q | Formula: ClNO4S
Source: the Open Molecules 2025 dataset
Level of theory: the ωB97M-V functional and the def2-TZVPD basis

Output
HOMO energy (spin up / spin down): -9.77 / -10.79 eV
frontier orbital gap (spin up / spin down): 6.140 / 9.611 eV

```
! RIJCOSX wB97M-V def2-TZVPD def2/J DEFGRID3
* xyz 0 1
N 2.119 0.843 0.385
O 1.377 0.366 -0.372
O 2.109 1.568 1.290
O -0.679 0.556 -0.608
O -1.321 -1.732 -1.452
S -1.648 -0.537 -0.663
Cl -1.958 -1.064 1.421
*
```

---

Which structure is the least stable? The one labeled P.